Molecular formula: C39H65BBaGe2N12O
Method: DFT, wB97M-V/def2-TZVPD

**Energy relative to the best compared isomer or geometry (same formula, charge and spin)**: 0.0 kcal per mole
**HOMO level**: -0.3015 hartree
**Total charge**: 0
**HOMO-LUMO gap**: 8.1 eV

```
121
Properties=species:S:1:pos:R:3:forces:R:3
Ba 0.218780 0.275813 1.610595 0.0 -0.1 -0.6
Ge -2.512849 0.380830 -1.929798 0.0 0.0 0.1
Ge -0.853448 -1.302299 -2.578583 -0.1 0.0 0.0
O -0.720344 -4.558023 2.463094 0.2 0.3 -0.1
N -1.923382 1.647032 2.900783 0.2 0.0 -0.1
N 3.663548 -3.082409 0.544941 0.0 0.0 -0.1
N -1.319185 2.704447 3.502705 0.1 0.1 0.2
N 0.300702 3.875112 1.802976 0.0 0.0 -0.1
N 0.690279 3.159456 0.709933 0.1 0.1 0.2
N -0.249079 -2.242273 2.080835 -0.1 -0.6 0.1
N 1.837421 -1.633489 0.220851 0.1 0.2 -0.1
N 4.019637 -0.884415 -0.110288 -0.1 0.1 0.0
N 2.905561 0.930082 0.819530 0.0 0.2 -0.1
N 1.153372 1.055374 4.004880 -0.1 0.0 0.1
N 1.261442 2.337052 3.566475 0.1 0.1 0.2
N 4.640917 1.249912 -0.749438 0.0 0.0 0.0
C 3.806079 0.476766 0.036798 -0.1 -0.1 0.0
C -1.239388 -3.641690 -6.799904 0.0 0.0 0.0
C 1.046670 4.053987 -0.218032 -0.1 -0.1 0.0
C -0.978415 -2.978303 -1.550684 0.0 0.0 0.0
C 2.583789 -0.717336 4.921872 0.1 0.0 0.0
C -3.783428 -0.247003 -0.572039 0.0 -0.1 0.0
C 1.394196 2.267042 -2.016548 0.1 0.1 0.1
C -3.200026 -2.455368 -7.503077 0.0 0.0 0.0
C 1.334933 4.697027 -2.625802 0.1 0.0 0.0
C -3.020095 -0.206259 -3.726458 -0.1 0.0 -0.1
C -4.064335 0.402660 3.094268 0.0 0.0 0.1
C 3.088444 -1.875599 0.246322 0.0 -0.1 0.1
C 2.351098 0.690106 4.449466 0.0 0.1 -0.1
C -5.221792 0.292525 4.084472 0.0 0.0 0.0
C -0.482256 -3.400784 2.268313 -0.2 0.1 0.1
C 3.258343 1.761754 4.333002 0.0 0.0 0.0
C -2.486974 3.129702 -2.957659 0.0 0.0 0.0
C -3.102685 1.487368 3.502786 0.0 0.0 -0.1
C 0.386164 5.191611 1.546303 0.0 0.0 0.1
C 2.789555 -4.235724 0.691911 0.1 0.0 0.0
C -2.155907 -1.174955 -4.088345 0.0 0.0 -0.1
C 1.685828 3.683077 -1.537745 0.0 0.0 0.0
C -2.114545 3.195693 4.472192 0.0 0.0 0.0
C -1.232569 -2.910080 -5.620622 0.0 0.0 0.0
C -2.365896 2.328104 -1.661355 0.0 0.0 0.0
C 1.001498 -0.870345 -3.073180 0.1 -0.1 0.1
C 3.146947 -1.578265 3.784281 0.0 0.0 0.0
C 1.882945 -2.059954 -3.456757 0.0 0.0 0.0
C -3.188221 -1.730546 -6.323447 0.0 0.0 0.0
C -5.211316 0.236079 -0.825828 0.0 0.0 0.0
C 4.993040 -3.206943 1.122355 0.0 0.0 0.0
C -3.270576 2.453821 4.507664 0.0 0.0 0.0
C -3.363816 -0.947121 2.948316 0.0 0.0 0.1
C 3.504686 -0.747647 6.139469 0.0 0.0 0.0
C -2.200101 -1.942682 -5.357072 0.0 0.0 0.0
C -2.224619 -3.415305 -7.748134 0.0 0.0 0.0
C 2.520163 2.777635 3.772986 0.0 0.0 -0.1
C -0.873079 -4.270266 -2.364847 0.0 0.0 0.0
C 0.855568 5.361288 0.266537 0.0 0.0 -0.1
B 0.072178 3.304560 3.231806 0.0 0.1 0.0
H 1.821438 4.427031 -3.565928 0.0 0.0 0.0
H 3.112801 -0.125725 6.946132 0.0 0.0 0.0
H 2.429061 -1.661686 2.964706 0.0 0.0 0.0
H -1.675746 -4.340778 -3.101479 0.0 0.0 0.0
H 3.613292 -1.767768 6.512704 0.0 0.0 0.0
H 1.288388 -2.349690 0.694250 0.0 -0.1 -0.1
H -3.959282 -0.989662 -6.151880 0.0 0.0 0.0
H 1.608308 -1.122511 5.199168 0.0 0.0 0.0
H -1.697729 2.871250 -3.668774 0.0 0.0 0.0
H -4.490784 0.684546 2.126307 0.0 0.0 0.0
H 1.535444 1.537562 -1.222041 0.0 0.0 0.0
H 2.910400 -1.733391 -3.645744 0.0 0.0 0.0
H 3.374706 -5.137600 0.516875 0.0 0.0 0.0
H -0.465951 -3.097101 -4.878472 0.0 0.0 0.0
H -3.169444 2.599132 -0.970410 0.0 0.0 0.0
H -5.599891 -0.161015 -1.766509 0.0 0.0 0.0
H 1.653908 5.706510 -2.361956 0.0 0.0 0.0
H -3.851204 0.110661 -4.356237 0.0 0.0 0.0
H -3.439144 2.931777 -3.455393 0.0 0.0 0.0
H -4.078824 -1.722066 2.662371 0.0 0.0 0.0
H 4.501837 -0.379125 5.882659 0.0 0.0 0.0
H 4.762884 2.199543 -0.438778 0.0 0.0 0.0
H 1.044961 6.294090 -0.239269 0.0 -0.1 0.0
H -5.907988 -0.495420 3.770809 0.0 0.0 0.0
H -1.797733 4.035515 5.068346 0.0 0.0 0.0
H 0.969014 -0.117658 -3.863281 0.0 0.0 0.0
H 2.333674 -4.296374 1.685842 0.0 0.0 0.0
H 2.769353 3.751760 -1.374304 0.0 0.0 0.0
H 4.792287 -1.183828 -0.679102 0.0 0.0 0.0
H 3.360355 -2.590265 4.140102 0.0 0.0 0.0
H 2.827097 1.944669 0.761273 0.1 0.0 0.1
H 5.685316 -3.706504 0.438942 0.0 0.0 0.0
H 1.915857 -2.789683 -2.642708 0.0 0.0 0.0
H 0.144790 4.253640 3.969245 0.0 0.0 0.0
H -0.213170 -2.940080 -0.773191 0.0 0.0 0.0
H -2.900960 -1.240707 3.893926 0.0 0.0 0.0
H -5.263735 1.327069 -0.883162 0.0 0.0 0.0
H -1.438261 2.564073 -1.137983 0.1 0.0 0.0
H -2.237301 -3.982611 -8.670378 0.0 0.0 0.0
H -5.889992 -0.080867 -0.029411 0.0 0.0 0.0
H 1.542595 -2.571457 -4.358537 0.0 0.0 0.0
H -5.787500 1.223307 4.152393 0.0 0.0 0.0
H 1.438498 -0.399780 -2.192505 0.0 0.0 0.0
H 0.126561 5.914080 2.304693 0.0 -0.1 0.0
H 2.790978 3.794307 3.529612 0.0 0.0 0.0
H -3.975868 -2.273687 -8.236970 0.0 0.0 0.0
H -1.933950 -2.955608 -1.020706 0.0 0.0 0.0
H 4.295540 1.791621 4.624290 0.0 0.0 0.0
H -0.944254 -5.144110 -1.712816 0.0 0.0 0.0
H -4.110130 2.584958 5.168891 0.0 0.0 0.0
H -3.746531 -1.338034 -0.525578 0.0 0.0 0.0
H 0.376588 2.174011 -2.388042 -0.2 0.0 0.0
H -4.852711 0.042421 5.082462 0.0 0.0 0.0
H -0.475757 -4.389830 -6.975281 0.0 0.0 0.0
H -3.427300 0.120348 0.393580 0.0 0.0 0.0
H -2.578682 -0.944975 2.193770 0.0 0.0 0.0
H 1.994690 -4.194322 -0.051994 0.0 0.0 0.0
H 5.390237 -2.229341 1.381803 0.0 0.0 0.0
H -2.428841 4.204643 -2.769966 0.0 0.0 0.0
H 0.073708 -4.339483 -2.907086 0.0 0.0 0.0
H 5.480751 0.830227 -1.112454 0.0 0.0 0.0
H 4.072216 -1.140788 3.395677 0.0 0.0 0.0
H 4.938587 -3.794118 2.040984 0.0 0.0 0.0
H 2.068799 2.003475 -2.832221 0.0 0.0 0.0
H 0.258243 4.714537 -2.794373 -0.1 0.0 0.0
```
Forces are in eV/Å.

Here are the Löwdin charges for atoms 1 to 8, given in e: atom 1 (Ba): 1.719, atom 2 (Ge): 0.853, atom 3 (Ge): 0.898, atom 4 (O): 0.011, atom 5 (N): -0.004, atom 6 (N): -0.149, atom 7 (N): -0.052, atom 8 (N): -0.042